# 1
ORCA calculation (ωB97M-V/def2-TZVPD) on a 2-piece molecular cluster, C2H6N7O4 overall.

The geometry in XYZ format:
```
19
Properties=species:S:1:pos:R:3:forces:R:3
C 2.790287 0.699644 0.306081 -3.5 -0.4 -0.4
H 0.274286 -1.198193 -1.687561 -1.3 -0.2 0.5
N 1.723347 0.464504 -0.116493 2.6 0.2 0.3
O -0.566352 2.114628 -0.586545 -0.6 1.1 -0.2
H 3.831231 1.920652 1.464414 0.4 -0.9 -0.2
O -3.257306 0.957171 1.678575 -0.3 0.3 1.0
N -0.378037 1.215655 -1.292134 1.2 -1.7 0.8
N -0.779689 -0.206658 -0.309238 -1.3 2.3 -0.5
C -0.503140 -1.331642 -0.876467 2.1 1.6 -1.6
O 0.153195 0.989177 -2.314500 -1.1 0.0 0.5
N 3.851267 1.018343 0.974207 1.3 0.3 0.5
H -1.037778 0.784884 1.458846 -0.2 -1.0 -0.7
N -2.805295 0.452435 0.701236 -2.0 0.9 -1.3
H -0.595731 -3.316114 -0.983542 0.8 -1.5 -1.1
N -0.878999 -2.496665 -0.550067 -2.4 -0.9 4.3
H 4.393672 0.216308 1.286679 0.2 0.8 0.2
N -1.500611 0.108027 0.808520 3.7 -0.8 0.5
H -1.368878 -2.641641 0.391106 0.6 0.3 -2.0
O -3.345475 0.249490 -0.353121 -0.2 -0.5 -0.5
```
Positions in Å, forces in eV/Å.

Frontier orbital gap (eV): 9.08
Net charge: +1
HOMO level (eV): -13.777

These are the Löwdin partial charges, in e, on atoms 1 to 4:
1. C -0.313
2. H 0.178
3. N 0.160
4. O 0.189

***

# 2
ORCA calculation (ωB97M-V/def2-TZVPD) on an isolated ion of composition C2H6NO and charge -1.

The geometry in XYZ format:
```
10
Properties=species:S:1:pos:R:3:forces:R:3
H -1.616897 0.645043 0.368966 0.4 0.1 -0.5
H -0.252723 1.785866 0.133743 -0.4 -0.3 -0.4
H 0.541243 -1.447570 1.856460 0.2 0.3 -0.2
N 1.361007 -1.414173 1.216439 0.3 -0.9 0.6
H -0.316700 -1.180330 -0.485340 0.7 0.1 0.2
H -1.182267 1.198894 -1.335261 -0.2 0.1 0.7
H 0.802387 -0.167432 -1.477951 -0.5 0.1 0.3
C 0.253122 -0.233958 -0.504247 -0.2 1.2 0.7
C -0.802345 0.939861 -0.323978 1.0 -0.6 -0.5
O 1.213174 -0.126201 0.551169 -1.4 -0.2 -0.9
```
Positions in Å, forces in eV/Å.

Frontier orbital gap (eV): 5.48
Net charge: -1
SMILES: CCO[NH-]
HOMO level (eV): -0.964

These are the Löwdin partial charges, in e, on atoms 1 to 4:
1. H 0.051
2. H 0.052
3. H -0.127
4. N -0.233

***

# 3
ORCA calculation (ωB97M-V/def2-TZVPD) on a 2-piece molecular cluster, C2H6NO2 overall.

The geometry in XYZ format:
```
11
Properties=species:S:1:pos:R:3:forces:R:3
H -0.465247 0.292162 3.215214 0.3 -0.6 -0.3
H -0.145903 -1.605544 1.254971 0.2 -0.9 -1.4
N 0.731218 -0.386164 -2.222148 0.3 -0.6 0.8
H 0.761330 0.317719 1.833659 -1.8 -1.4 0.7
H 0.862908 1.088204 -3.742284 -1.0 -0.9 2.0
H -0.935069 0.531831 1.622409 -1.8 1.8 -1.8
O -0.664978 -1.376256 2.011574 0.4 -0.9 0.6
C 0.342574 0.737941 -2.744885 0.3 0.0 -0.7
C -0.310388 -0.061213 2.169509 2.6 2.0 1.8
H -0.466482 1.386346 -2.347223 0.3 -0.3 0.1
O 0.290036 -0.925024 -1.050796 0.0 1.7 -1.9
```
Positions in Å, forces in eV/Å.

Frontier orbital gap (eV): 6.45
Net charge: -1
HOMO level (eV): -2.349

These are the Löwdin partial charges, in e, on atoms 1 to 4:
1. H 0.070
2. H 0.037
3. N -0.312
4. H 0.119

***

# 4
ORCA calculation (ωB97M-V/def2-TZVPD) on a 2-piece molecular cluster, C2H6NO2 overall.

The geometry in XYZ format:
```
11
Properties=species:S:1:pos:R:3:forces:R:3
O 1.685305 -0.711609 0.643624 -1.8 -0.7 -0.5
H -0.566403 -1.016309 -0.398810 1.3 -0.9 -0.6
H 0.615734 2.475726 -0.423750 -0.2 1.2 -0.2
H 0.313263 -2.683444 -0.938324 -1.8 2.0 1.1
H -1.166927 2.413130 -0.652714 0.7 0.5 0.6
H -0.425494 2.649126 1.029944 -0.4 0.1 1.4
O -0.291331 0.859976 -0.077289 -0.6 -2.2 1.0
N -0.110389 -1.981563 -0.178112 -0.3 -0.1 -1.7
C -0.314631 2.193714 0.088194 1.0 -0.8 -2.7
H -0.864578 -2.456655 0.334681 0.6 -0.5 0.3
C 1.125453 -1.742091 0.572557 1.5 1.3 1.3
```
Positions in Å, forces in eV/Å.

Frontier orbital gap (spin up / spin down) (eV): 4.65 / 4.65
Net charge: +1
HOMO level (spin up / spin down) (eV): -13.134 / -13.132

These are the Löwdin partial charges, in e, on atoms 1 to 4:
1. O 0.223
2. H 0.165
3. H 0.118
4. H 0.247

***

# 5
ORCA calculation (ωB97M-V/def2-TZVPD) on one molecule with the formula C2H6NO2P.

The geometry in XYZ format:
```
12
Properties=species:S:1:pos:R:3:forces:R:3
H -1.996728 0.999050 -0.805643 -1.6 0.3 -2.0
O 1.318817 1.212527 -0.632832 0.3 0.3 0.1
H 1.433458 0.402928 1.665135 -0.3 0.6 1.7
P 1.513689 0.135896 0.362437 0.4 -2.4 -1.2
H -1.650109 1.847610 0.647499 -0.1 0.8 -0.1
H -1.046679 -1.846999 0.020419 -1.4 -1.4 0.4
O 0.872078 -1.313612 -0.125780 0.5 0.7 0.6
N -1.513650 1.082661 0.025251 0.0 -0.1 1.5
C -0.540130 -1.062172 -0.440317 3.0 0.7 -1.3
H -0.448360 -1.139184 -1.570934 -1.3 0.5 1.1
C -0.697889 0.169944 0.375175 -0.2 -0.4 -0.3
H 2.755498 -0.488651 0.479595 0.7 0.3 -0.6
```
Positions in Å, forces in eV/Å.

Frontier orbital gap (eV): 9.70
HOMO level (eV): -9.077

These are the Löwdin partial charges, in e, on atoms 1 to 4:
1. H 0.096
2. O -0.370
3. H -0.021
4. P 0.528

***

# 6
ORCA calculation (ωB97M-V/def2-TZVPD) on one molecule with the formula C2H6NO2P.

The geometry in XYZ format:
```
12
Properties=species:S:1:pos:R:3:forces:R:3
H 0.794915 -1.134478 -2.662709 -1.1 0.7 1.0
N 0.287508 -0.353813 -0.630133 -2.2 -1.2 -0.8
C -1.194296 0.191816 1.939780 2.0 -1.5 0.1
H -2.264910 0.344119 1.897882 -0.1 0.1 0.5
C 1.040250 -0.345236 -1.911014 2.4 0.2 -1.2
H 2.061918 -0.715622 -1.672904 -0.3 0.6 0.3
H 1.212403 0.608104 -2.493997 -0.7 -0.7 1.3
H -0.602788 0.691592 2.791889 -1.4 -0.6 -1.3
P -0.480896 1.073052 0.407889 1.7 -0.6 0.7
O -0.462604 -1.395321 -0.600245 0.8 1.0 0.6
H -0.962738 -0.957427 1.983929 -0.5 2.2 -0.4
O 0.571239 1.993212 0.949633 -0.6 -0.3 -0.8
```
Positions in Å, forces in eV/Å.

Frontier orbital gap (spin up / spin down) (eV): 6.93 / 8.51
HOMO level (spin up / spin down) (eV): -8.835 / -9.006

These are the Löwdin partial charges, in e, on atoms 1 to 4:
1. H 0.091
2. N -0.346
3. C -0.230
4. H 0.007

***

Computed relative energy (zero: lowest compared OMol25 entry of this formula, charge and spin), in the same sequence as the records: 14.3 61.9 104.6 189.4 69.0 93.6 kcal/mol.
Computed E, in the same sequence as the records: -20776.0617 -5705.6527 -7753.7293 -7741.6904 -17042.7741 -17041.7068 eV.
Computed strongest force on any atom, in the same sequence as the records: 0.097 0.033 0.074 0.058 0.066 0.053 hartree/bohr.